Density functional theory data (ωB97M-V/def2-TZVPD) for a 2-piece molecular cluster, CHBr2FO overall.

Atoms and positions in Å:
C  1.334504  0.028425  0.074217
O  0.199481  -0.297799  -0.045492
F  1.640802  1.337774  -0.138113
Br  -3.640866  0.153580  -0.441104
Br  2.797626  -0.816971  0.932857
H  -2.331546  -0.405011  -0.382363

Forces on the atoms, in the same order (eV/Å):
-1.833 1.729 0.878
1.714 -0.671 -0.170
0.452 -1.007 -0.196
0.124 -0.069 0.004
-0.380 -0.064 -0.519
-0.077 0.082 0.002

The calculation puts the energy above the lowest of the compared OMol25 structures with the same formula, charge and spin at 7.6 kJ/mol. The frontier orbital gap is 10.60 eV. The charge is 0. The spin multiplicity is 1.